[1]
A molecular structure, C10H24GeHfN5O2S at a distorted geometry. Source: the Open Molecules 2025 dataset; level of theory: ωB97M-V/def2-TZVPD.

Computed properties:
2S+1 = 1
Net charge = +3
F_max = 0.076 hartree/bohr
Electronic energy = -3341.8346 Ha

Last column: natural (NBO) charge in e.
Geometry (Å):
1 Hf 0.465 0.127 -0.269  2.276
2 C 2.283 3.796 -2.455  -0.254
3 O 2.496 2.456 -3.050  -0.397
4 C 2.123 1.399 -2.473  0.955
5 O 1.742 1.349 -1.245  -0.800
6 N 2.172 0.243 -3.150  -0.424
7 N 1.622 -0.905 -2.510  -0.641
8 H 3.269 4.216 -2.137  0.255
9 H 1.598 3.737 -1.663  0.195
10 H 1.814 4.327 -3.277  0.246
11 H 2.762 0.056 -3.928  0.451
12 H 2.318 -1.569 -2.344  0.399
13 H 0.968 -1.303 -3.148  0.418
14 C -1.869 -4.593 2.792  -0.636
15 C -1.879 -3.269 2.050  -0.460
16 C -0.533 -2.938 1.462  0.194
17 N -0.234 -1.863 0.918  -0.368
18 N 1.119 -1.793 0.601  -0.574
19 C 1.887 -2.806 1.107  0.316
20 N 3.176 -2.939 1.018  -0.715
21 S 0.826 -4.038 1.779  0.506
22 H -2.778 -4.622 3.375  0.271
23 H -0.958 -4.682 3.405  0.215
24 H -1.970 -5.524 2.135  0.251
25 H -2.047 -2.374 2.750  0.255
26 H -2.536 -3.338 1.198  0.263
27 H 3.681 -2.231 0.563  0.415
28 H 3.761 -3.658 1.443  0.467
29 C -0.140 1.638 1.492  -1.263
30 Ge -1.755 1.891 0.106  1.611
31 C -3.230 2.109 1.299  -1.099
32 C -1.150 3.435 -0.850  -1.100
33 C -1.444 0.325 -1.113  -1.435
34 H -0.598 2.462 2.117  0.372
35 H 0.885 2.000 1.311  0.277
36 H -0.177 0.881 2.263  0.301
37 H -2.984 2.878 2.041  0.276
38 H -3.630 1.175 1.716  0.276
39 H -4.101 2.594 0.830  0.300
40 H -1.996 4.002 -1.228  0.295
41 H -0.482 3.121 -1.709  0.225
42 H -0.663 4.057 -0.119  0.258
43 H -1.634 0.678 -2.167  0.313
44 H -2.179 -0.506 -0.936  0.315

***

[2]
3 unconnected molecules or ions with the total composition C10H24NSi at a distorted geometry. Source: the Open Molecules 2025 dataset; level of theory: ωB97M-V/def2-TZVPD.

Computed properties:
2S+1 = 1
Net charge = +1
F_max = 0.098 hartree/bohr
Electronic energy = -739.2645 Ha

Last column: natural (NBO) charge in e.
Geometry (Å):
1 C 0.370 -0.363 -0.983  -0.420
2 C -0.245 -0.013 -1.979  -0.310
3 C 1.809 -0.860 4.832  -0.602
4 C -2.616 1.406 -3.388  -1.158
5 C -0.811 -0.295 -5.021  -1.033
6 C 0.422 2.248 -3.815  -1.080
7 C -1.676 0.839 1.520  0.117
8 C 0.703 -1.635 4.177  -0.434
9 C -0.606 -0.895 4.152  -0.400
10 C -1.407 -1.248 2.849  -0.231
11 N -1.119 -0.269 1.719  -0.400
12 Si -0.865 0.928 -3.526  1.564
13 H 1.128 -0.817 -0.378  0.249
14 H -4.059 -2.524 0.599  0.045
15 H 1.757 0.248 4.645  0.199
16 H 2.833 -1.089 4.494  0.231
17 H 1.630 -0.992 5.898  0.217
18 H -2.800 2.446 -3.257  0.254
19 H -2.966 1.217 -4.409  0.258
20 H -3.421 0.754 -2.770  0.266
21 H 0.125 -0.489 -5.391  0.238
22 H -1.273 -1.185 -4.677  0.234
23 H -1.485 0.239 -5.663  0.227
24 H -0.074 2.930 -4.606  0.247
25 H 0.590 2.706 -2.945  0.225
26 H 1.367 1.881 -4.272  0.263
27 H -1.186 1.529 0.720  0.256
28 H -2.412 1.186 2.189  0.218
29 H 1.046 -1.882 3.210  0.199
30 H 0.570 -2.480 4.874  0.235
31 H -1.320 -1.014 4.950  0.242
32 H -0.613 0.301 4.263  0.210
33 H -1.279 -2.237 2.460  0.236
34 H -2.447 -1.175 3.074  0.225
35 H -0.477 -0.638 0.971  0.461
36 H -3.506 -1.990 0.529  -0.045

***

[3]
A gas-phase ion, C10H24OP (charge +1) at a distorted geometry. Source: the Open Molecules 2025 dataset; level of theory: ωB97M-V/def2-TZVPD.

Computed properties:
2S+1 = 1
Net charge = +1
F_max = 0.055 hartree/bohr
Electronic energy = -811.5274 Ha

Last column: natural (NBO) charge in e.
Geometry (Å):
1 C -1.737 -2.559 -3.883  -0.273
2 O -1.991 -2.806 -2.454  -0.574
3 C -0.954 -3.696 -1.874  -0.081
4 C -0.901 -3.599 -0.237  -0.425
5 C -0.733 -2.051 0.340  -0.426
6 C 0.852 -1.634 0.327  -0.418
7 C 1.323 -0.698 1.606  -0.416
8 C 1.386 0.911 1.263  -0.425
9 C 0.076 1.768 1.754  -0.431
10 C 0.577 3.267 2.249  -0.433
11 C -0.097 4.505 1.381  -0.663
12 P 0.700 4.383 -0.386  0.656
13 H -2.303 -1.573 -4.178  0.197
14 H -0.602 -2.439 -4.143  0.177
15 H -2.208 -3.426 -4.516  0.189
16 H -1.285 -4.801 -2.175  0.186
17 H 0.098 -3.537 -2.379  0.173
18 H -0.023 -4.295 0.119  0.218
19 H -1.898 -4.099 0.162  0.226
20 H -1.395 -1.275 -0.274  0.223
21 H -1.130 -2.062 1.446  0.211
22 H 1.479 -2.636 0.369  0.220
23 H 1.145 -1.095 -0.695  0.201
24 H 0.731 -0.947 2.609  0.223
25 H 2.448 -1.023 1.837  0.224
26 H 2.339 1.341 1.826  0.214
27 H 1.624 1.023 0.110  0.200
28 H -0.479 1.275 2.686  0.257
29 H -0.680 1.973 0.856  0.196
30 H 0.294 3.440 3.394  0.266
31 H 1.754 3.411 2.178  0.217
32 H 0.175 5.578 1.829  0.284
33 H -1.266 4.449 1.365  0.288
34 H 0.442 3.029 -0.835  0.099
35 H 0.086 5.318 -1.333  0.109
36 H 2.155 4.582 -0.347  0.113

***

[4]
A molecular structure, C10H25AgAsF6IN5O5 at a distorted geometry. Source: the Open Molecules 2025 dataset; level of theory: ωB97M-V/def2-TZVPD.

Computed properties:
2S+1 = 2
Net charge = 0
F_max = 0.042 hartree/bohr
Electronic energy = -4325.8585 Ha

Last column: Mulliken spin population.
Geometry (Å):
1 Ag 0.037 0.970 0.240  0.028
2 As 3.802 0.378 1.660  0.000
3 F 3.135 -1.018 2.438  0.000
4 F 3.534 1.375 3.073  0.000
5 F 4.414 1.734 0.721  0.000
6 F 4.091 -0.610 0.226  0.000
7 F 2.195 0.809 1.105  0.000
8 F 5.429 0.092 2.237  0.000
9 I -1.149 3.696 0.287  0.973
10 O 0.595 -1.258 0.283  0.000
11 C 0.823 -2.385 -0.108  0.000
12 N 1.949 -3.023 0.268  0.000
13 C -0.154 -3.154 -0.972  0.000
14 H 2.216 -3.958 0.030  0.000
15 H 2.612 -2.461 0.788  0.000
16 H -0.036 -4.230 -0.870  0.000
17 H 0.173 -2.926 -1.993  0.000
18 H -1.155 -2.760 -0.832  0.000
19 O 0.058 1.064 2.582  -0.006
20 C -0.154 0.662 3.718  -0.002
21 N 0.639 1.075 4.725  0.000
22 C -1.198 -0.380 4.074  -0.001
23 H 1.118 1.950 4.614  0.000
24 H 0.711 0.499 5.542  0.000
25 H -1.108 -1.244 3.414  0.000
26 H -2.185 0.070 3.996  0.000
27 H -1.060 -0.822 5.062  0.000
28 O 1.485 1.060 -1.554  -0.010
29 C 2.239 1.245 -2.494  -0.001
30 N 3.455 0.634 -2.504  0.000
31 C 1.982 2.231 -3.606  0.001
32 H 3.707 0.274 -1.588  0.000
33 H 4.169 0.822 -3.180  0.000
34 H 0.918 2.460 -3.656  0.002
35 H 2.305 1.862 -4.580  0.000
36 H 2.507 3.167 -3.413  0.000
37 O -2.008 -0.112 0.806  -0.004
38 C -3.220 -0.164 0.913  0.001
39 N -3.970 0.903 0.530  0.000
40 C -3.975 -1.354 1.412  0.000
41 H -4.946 1.011 0.748  0.000
42 H -3.506 1.763 0.279  0.007
43 H -4.670 -1.098 2.205  0.000
44 H -3.195 -2.047 1.738  0.000
45 H -4.424 -1.911 0.588  0.000
46 O -1.206 0.591 -1.654  -0.001
47 C -1.852 0.674 -2.695  0.004
48 N -2.610 1.763 -2.924  -0.001
49 C -1.786 -0.404 -3.760  0.001
50 H -2.437 2.545 -2.309  0.009
51 H -3.264 1.919 -3.669  0.000
52 H -0.995 -0.114 -4.456  0.000
53 H -2.727 -0.628 -4.248  0.000
54 H -1.309 -1.235 -3.237  0.000

***

[5]
4 unconnected molecules or ions with the total composition C10H25BN5O16S3 at a distorted geometry. Source: the Open Molecules 2025 dataset; level of theory: ωB97M-V/def2-TZVPD.

Computed properties:
2S+1 = 1
Net charge = -1
F_max = 0.106 hartree/bohr
Electronic energy = -3093.1104 Ha

Last column: natural (NBO) charge in e.
Geometry (Å):
1 N 1.008 0.355 -1.779  -0.864
2 C 1.846 0.590 -2.994  0.391
3 N 0.863 0.816 -4.123  -0.880
4 N 2.704 -0.593 -3.271  -0.847
5 C 2.670 1.958 -2.714  -0.250
6 N 4.112 1.894 -3.067  -0.656
7 C 4.999 1.910 -1.880  -0.193
8 N 6.415 1.829 -2.426  -0.826
9 B 4.839 0.597 -0.914  1.218
10 O 5.375 -0.678 -1.382  -0.947
11 O 4.235 0.656 0.392  -0.983
12 C 4.947 3.246 -1.005  0.744
13 O 4.172 4.234 -1.186  -0.733
14 O 5.891 3.318 0.026  -0.874
15 H 0.521 -0.541 -1.867  0.367
16 H 1.619 0.397 -0.953  0.377
17 H 1.358 0.954 -5.014  0.346
18 H 0.319 1.674 -3.923  0.360
19 H 2.075 -1.411 -3.181  0.352
20 H 3.048 -0.516 -4.239  0.360
21 H 2.451 2.316 -1.653  0.228
22 H 2.199 2.748 -3.411  0.190
23 H 4.366 2.619 -3.756  0.375
24 H 7.056 1.482 -1.695  0.372
25 H 6.379 1.160 -3.220  0.355
26 H 4.735 -1.397 -1.207  0.492
27 H 4.929 1.089 0.956  0.525
28 C -2.415 0.948 1.426  -0.098
29 C -3.288 -0.269 1.690  -0.123
30 O -2.628 -1.349 1.023  -0.692
31 S -1.027 -1.091 1.061  2.524
32 O -0.477 -1.842 2.151  -0.896
33 O -0.523 -1.180 -0.276  -0.898
34 O -1.071 0.469 1.493  -0.665
35 H -2.585 1.347 0.422  0.200
36 H -2.575 1.738 2.160  0.206
37 H -4.298 -0.145 1.311  0.232
38 H -3.326 -0.503 2.755  0.207
39 C -5.262 3.781 4.705  -0.100
40 C -6.112 2.863 5.570  -0.104
41 O -6.274 1.673 4.798  -0.674
42 S -4.947 1.442 3.895  2.518
43 O -4.097 0.512 4.576  -0.881
44 O -5.352 1.276 2.534  -0.896
45 O -4.313 2.924 4.067  -0.676
46 H -5.864 4.260 3.928  0.194
47 H -4.751 4.545 5.291  0.219
48 H -7.080 3.300 5.813  0.216
49 H -5.591 2.598 6.495  0.196
50 C -0.676 -4.216 -0.426  -0.108
51 C -1.505 -5.225 0.352  -0.104
52 O -2.001 -6.134 -0.633  -0.685
53 S -0.911 -6.267 -1.827  2.515
54 O -0.127 -7.443 -1.591  -0.895
55 O -1.570 -6.013 -3.071  -0.888
56 O -0.013 -4.974 -1.441  -0.675
57 H -1.314 -3.476 -0.915  0.202
58 H 0.051 -3.706 0.206  0.230
59 H -2.327 -4.758 0.894  0.214
60 H -0.883 -5.792 1.051  0.189

***

[6]
A molecular structure, C10H25BiClIN2P2 at a distorted geometry. Source: the Open Molecules 2025 dataset; level of theory: ωB97M-V/def2-TZVPD.

Computed properties:
2S+1 = 1
Net charge = +2
F_max = 0.042 hartree/bohr
Electronic energy = -2160.0314 Ha

Last column: natural (NBO) charge in e.
Geometry (Å):
1 C 1.253 -0.797 1.432  -0.450
2 I -0.579 2.006 1.422  0.184
3 H 0.450 -0.845 0.681  0.254
4 H 0.973 -1.435 2.298  0.241
5 H 2.175 -1.209 1.007  0.251
6 Bi -1.809 -1.125 -2.546  1.115
7 P -2.402 -0.910 0.602  0.763
8 C -2.657 -0.398 2.366  -0.898
9 C -4.028 -0.221 0.033  -0.918
10 H -4.791 -0.641 0.684  0.249
11 H -3.886 -2.589 1.494  0.246
12 H -4.206 -0.464 -1.020  0.222
13 H -2.965 -3.235 0.071  0.239
14 H -2.468 0.682 2.469  0.235
15 H -3.989 0.875 0.162  0.251
16 C -2.910 -2.630 0.992  -0.933
17 H -3.695 -0.619 2.611  0.254
18 H -2.169 -3.058 1.679  0.247
19 H -1.970 -0.962 3.003  0.229
20 P 1.226 0.226 -2.334  0.719
21 C 2.744 1.258 -2.141  -0.920
22 C 2.165 -1.090 -3.228  -0.920
23 H -0.241 0.709 -4.269  0.206
24 H 1.467 1.239 -4.534  0.249
25 H 0.381 2.183 -3.487  0.247
26 C 0.629 1.172 -3.827  -0.905
27 H 1.497 -1.854 -3.616  0.236
28 H 2.745 -0.623 -4.032  0.241
29 H 3.154 1.395 -3.165  0.251
30 H 3.484 0.729 -1.533  0.221
31 H 2.875 -1.542 -2.514  0.240
32 H 2.494 2.229 -1.711  0.235
33 Cl -2.233 -3.179 -3.803  -0.428
34 N 2.667 1.266 1.829  -0.278
35 C 2.659 2.275 2.737  0.011
36 C 1.581 2.157 3.540  -0.227
37 C 0.716 1.110 2.958  -0.141
38 N 1.530 0.531 1.938  -0.117
39 H 3.198 1.249 0.941  0.454
40 H 3.466 2.979 2.780  0.275
41 H 1.350 2.709 4.447  0.286
42 H 0.120 0.445 3.582  0.283

***

- Look up the F_max of the fifth one.
  0.106 hartree/bohr